# C5H12N2O2

C5H12N2O2 in the gas phase in a non-equilibrium geometry (ωB97M-V/def2-TZVPD, the OMol25 dataset).

Results
SMILES   C[C@H]1[N@@H+]([O-])[C@]1(O)N(C)C
HOMO energy   -8.6672 eV
Energy above the lowest of the compared OMol25 structures with the same formula, charge and spin   496.7 kJ/mol

The geometry in ORCA input format:
```
! wB97M-V def2-TZVPD RIJCOSX def2/J DEFGRID3
* xyz 0 1
C 1.757 1.154 1.615
C 0.984 0.980 0.346
N 1.353 -0.051 -0.877
O 2.244 -1.027 -0.816
C 0.225 -0.268 0.079
O 0.490 -1.382 0.785
N -1.126 0.025 -0.327
C -1.430 -0.203 -1.731
C -2.095 -0.584 0.572
H 1.088 1.537 2.371
H 2.564 1.870 1.482
H 2.167 0.197 1.938
H 0.635 1.883 -0.127
H 1.366 0.512 -1.731
H 1.352 -1.701 0.282
H -2.454 0.118 -1.906
H -0.761 0.383 -2.357
H -1.340 -1.258 -2.018
H -2.207 -1.657 0.392
H -3.055 -0.087 0.432
H -1.757 -0.442 1.596
*
```